No. 1
78
Properties=species:S:1:pos:R:3:mulliken_charge:R:1 method="wB97M-V/def2-TZVPD" total_charge=+1 mol_weight_da=489.33 orbital_gap_ev=6.471
P 0.856 3.276 2.696 0.320
O -2.230 2.267 -1.860 -0.578
O -6.451 -3.118 -1.888 -0.450
O -4.119 -1.340 -1.706 -0.475
O 1.110 -1.327 -0.415 -0.540
O -10.257 -5.420 -1.387 -0.498
O -0.211 3.911 3.739 -0.535
O 6.796 -1.648 -3.688 -0.479
O 2.996 4.616 5.041 -0.431
O 5.818 2.050 -3.080 -0.497
O 3.145 2.746 0.395 -0.309
O 5.528 2.512 2.018 -0.556
O 0.265 3.685 1.252 -0.490
N -1.032 -0.123 3.900 -1.077
N -0.553 1.111 3.759 0.549
C -0.768 -0.964 2.911 -0.757
C 0.185 1.561 2.735 -0.152
C 3.245 2.807 -1.036 -0.608
C -0.018 -0.634 1.755 0.702
C 6.658 1.435 -2.098 -0.595
C 2.385 3.932 6.133 -0.511
C -7.090 -3.855 -0.851 -0.311
C -1.703 -3.159 -0.178 -1.224
C -1.330 1.477 -1.101 -0.300
C -10.243 -5.901 -2.728 -0.568
C -4.024 -1.218 -3.133 -0.662
C -0.376 -3.120 0.601 -0.356
C 6.751 -2.276 -4.967 -0.539
C 0.468 0.668 1.688 0.063
C 5.033 3.158 3.179 -0.488
B 0.277 -1.721 0.586 0.545
H -7.768 -4.563 -1.317 -0.001
H 5.900 3.445 3.771 0.322
H -1.739 2.724 -2.549 0.318
H 4.775 2.304 1.453 0.323
H 6.159 -0.927 -3.692 0.277
H 6.011 1.096 -1.292 0.207
H -5.844 -2.480 -1.495 0.310
H 1.910 4.618 6.839 0.302
H -4.995 -1.372 -3.606 0.318
H 2.703 3.547 0.690 0.215
H 7.385 2.139 -1.686 0.291
H -11.029 -4.859 -1.280 0.289
H 7.470 -3.090 -4.939 0.209
H -0.790 1.740 4.517 0.292
H 2.257 2.834 -1.502 0.245
H 3.820 3.675 -1.354 0.333
H 0.299 -3.850 0.167 0.325
H 3.769 1.914 -1.363 0.153
H 3.100 3.312 6.677 0.316
H 0.235 4.585 4.273 0.411
H -2.001 -4.193 -0.305 0.447
H -0.689 3.849 1.225 0.327
H 6.380 2.357 -3.797 0.286
H 1.620 3.277 5.716 0.070
H 3.677 5.187 5.410 0.277
H 1.935 -0.894 -0.180 0.282
H -3.349 -2.003 -3.462 0.278
H -1.622 -2.731 -1.170 0.303
H 4.401 2.499 3.784 0.195
H -11.128 -6.501 -2.956 0.307
H -3.622 -0.245 -3.415 0.261
H -0.580 -3.449 1.617 0.331
H 1.074 1.013 0.862 0.294
H -7.677 -3.207 -0.195 0.263
H -10.169 -5.088 -3.454 0.264
H 4.461 4.054 2.928 0.197
H 7.032 -1.590 -5.769 0.256
H 5.764 -2.691 -5.184 0.261
H -9.364 -6.533 -2.824 0.218
H -0.574 2.105 -0.614 0.088
H -1.923 0.976 -0.336 0.162
H -4.713 -0.649 -1.395 0.270
H -0.825 0.715 -1.702 0.334
H 7.193 0.580 -2.514 0.349
H -1.169 -1.953 3.048 0.504
H -2.507 -2.657 0.348 0.299
H -6.363 -4.409 -0.248 0.228

---

No. 2
31
Properties=species:S:1:pos:R:3:mulliken_charge:R:1 method="wB97M-V/def2-TZVPD" total_charge=+1 mol_weight_da=167.15 orbital_gap_ev=10.849
O -20.153 -9.753 27.839 -0.331
O -23.572 -8.714 25.527 -0.418
O -21.001 -6.725 26.424 -0.349
O -22.784 -8.838 28.552 -0.400
O -20.693 -9.440 25.011 -0.408
C -23.860 -7.962 24.401 -0.821
C -19.390 -9.108 24.662 -0.875
C -22.123 -8.232 29.718 -0.558
C -20.413 -11.138 28.045 -0.703
C -21.573 -5.746 27.315 -0.892
Li -21.796 -8.618 26.795 0.892
H -21.367 -9.005 30.048 0.176
H -23.772 -9.165 28.468 0.252
H -24.305 -8.927 25.952 0.223
H -21.726 -7.294 29.582 0.175
H -19.645 -11.728 28.608 0.309
H -24.749 -7.204 24.614 0.290
H -19.585 -9.418 28.503 0.240
H -22.591 -6.163 27.601 0.242
H -20.615 -11.671 27.186 0.289
H -19.413 -8.537 23.830 0.510
H -21.154 -5.592 28.205 0.367
H -20.673 -6.136 25.772 0.285
H -21.152 -9.347 24.176 0.270
H -24.060 -8.742 23.757 0.396
H -22.747 -8.233 30.552 0.379
H -18.852 -8.410 25.453 0.174
H -18.596 -9.788 24.654 0.321
H -21.943 -4.878 26.712 0.395
H -21.318 -11.003 28.566 0.284
H -23.007 -7.543 24.106 0.286

---

No. 3
63
Properties=species:S:1:pos:R:3:mulliken_charge:R:1 method="wB97M-V/def2-TZVPD" smiles="NC(N)=O.NC(N)=O.NC(N)=O.CCO.CCO.CCO.CO.CO" mol_weight_da=382.46 orbital_gap_ev=9.634
O 1.766 0.729 4.308 -0.662
O 3.392 -2.893 -1.787 -0.734
O 5.444 0.295 2.301 -0.748
O -0.062 -0.191 -3.080 -0.671
O -5.862 3.671 0.764 -0.497
O 0.868 -0.917 0.988 -0.216
O -0.219 1.618 0.045 -0.582
O -3.393 -1.137 -1.055 -0.644
N 3.003 -0.779 -0.740 -0.092
N 3.378 0.949 1.338 -0.320
N -2.198 0.797 -1.910 0.016
N -3.283 -0.465 -3.336 -0.338
N 3.429 -0.914 2.547 -0.471
N 3.432 -2.579 0.476 -0.059
C 0.497 0.214 4.045 -0.286
C -0.304 -1.653 0.592 -0.013
C -2.985 -0.307 -2.057 0.397
C -1.431 -1.188 1.462 -1.085
C -4.027 2.129 0.341 -0.524
C 0.695 -2.005 -4.315 -1.385
C 0.073 -1.548 -2.966 0.222
C 4.060 0.125 2.047 0.518
C 3.275 -2.064 -0.699 0.182
C 0.988 2.215 -0.471 -1.000
C -4.561 3.322 1.121 -0.457
H 2.349 0.460 3.608 0.276
H 0.315 0.602 3.046 0.017
H -1.567 -0.053 1.383 0.052
H 2.390 1.156 1.534 0.179
H 1.715 1.662 -1.002 0.242
H -4.211 2.369 -0.742 0.235
H -4.452 1.176 0.580 0.404
H 0.535 -1.347 -5.148 0.386
H -0.912 -1.920 -2.919 0.391
H -3.684 -1.373 -3.485 0.288
H 0.476 -3.037 -4.450 0.369
H 3.572 -3.549 0.501 0.185
H 0.045 0.742 0.377 0.166
H 0.570 -0.875 4.019 0.193
H -1.759 0.966 -0.987 -0.136
H 0.651 3.002 -1.101 0.468
H -0.669 -1.469 -0.449 -0.402
H -0.218 0.548 4.745 0.419
H 2.895 -0.326 -1.693 0.242
H 3.676 -2.010 1.327 0.309
H -2.381 -1.631 1.105 0.456
H -4.485 3.012 2.193 0.300
H 1.542 2.716 0.305 0.390
H 3.289 -0.143 0.010 0.258
H -6.173 4.244 1.468 0.320
H -2.355 1.583 -2.538 0.273
H -0.082 -2.639 0.771 0.766
H -2.945 2.043 0.422 -0.005
H -2.712 -0.092 -4.117 0.274
H 3.945 1.754 0.871 0.282
H 0.615 -1.861 -2.017 -0.064
H 1.588 -1.040 0.337 0.111
H -1.277 -1.552 2.470 0.362
H 4.072 -1.451 3.143 0.160
H -3.800 4.119 0.948 0.233
H 2.491 -1.325 2.309 0.313
H -0.833 0.123 -2.541 0.475
H 1.807 -2.007 -4.243 0.261

---

No. 4
9
Properties=species:S:1:pos:R:3:mulliken_charge:R:1 method="wB97M-V/def2-TZVPD" mol_weight_da=55.08 orbital_gap_ev=11.134
N -1.594 0.285 -0.098 -0.462
C 0.413 -0.419 0.014 -0.353
C -1.010 -0.853 0.075 -0.121
C -0.295 0.971 0.043 -0.322
H -1.590 -1.834 0.055 0.301
H -0.122 1.687 -0.874 0.232
H -0.178 1.374 1.032 0.259
H 0.619 -0.586 -1.063 0.157
H 1.314 -0.654 0.624 0.309

---

No. 5
17
Properties=species:S:1:pos:R:3:mulliken_charge:R:1 method="wB97M-V/def2-TZVPD" total_charge=-2 mol_weight_da=175.08 orbital_gap_ev=4.801
P -3.337 0.730 0.175 0.767
O -3.999 -0.269 -0.706 -0.748
O -3.370 0.486 1.687 -0.805
O -3.487 2.154 -0.369 -0.820
N 1.008 1.578 -1.002 -0.711
N 2.220 1.905 -0.432 0.135
N 1.024 1.002 1.120 -0.579
C 0.351 0.971 -0.049 0.224
C 2.133 1.583 0.797 0.002
C -1.286 -1.352 -0.086 -1.295
C -1.495 0.073 -0.371 0.001
H 2.985 1.851 1.427 0.367
H -0.719 -1.910 -0.702 0.498
H -1.407 0.313 -1.490 0.176
H -0.903 -1.586 1.019 0.184
H -2.243 -1.789 -0.191 0.428
H 2.968 2.392 -0.860 0.177